Below is C12H11GaN3O4 as an isolated structure, with properties calculated with ωB97M-V with the def2-TZVPD basis set.

```
31
Properties=species:S:1:pos:R:3:nbo_charge:R:1
O -1.595 0.053 0.754 -0.89
O -2.969 0.004 2.540 -0.50
C 0.613 1.447 4.676 -0.11
H 2.263 0.066 -3.797 0.25
H -3.035 -1.527 -4.331 0.26
C 1.713 1.598 3.831 -0.17
H -2.409 -3.098 -3.841 0.26
C 0.613 -0.566 -2.631 0.27
H 2.245 0.755 -2.164 0.26
C -1.412 -1.442 -2.966 0.27
H 2.666 1.969 4.182 0.27
O 3.636 1.721 1.481 -0.50
C 1.541 1.263 2.504 0.12
H 2.698 -0.926 -2.409 0.25
N -1.348 -0.919 -1.744 -0.31
O 1.962 0.965 0.177 -0.86
C -2.643 -2.095 -3.488 -0.66
C -1.896 0.194 2.053 0.76
H -3.416 -2.164 -2.725 0.24
C -0.173 -1.226 -3.561 -0.32
Ga 0.194 0.382 0.209 1.99
C -0.621 0.991 4.206 -0.17
N 0.363 0.813 2.105 -0.60
N -0.121 -0.373 -1.509 -0.53
C -0.709 0.676 2.867 0.12
C 2.512 1.350 1.340 0.75
H -1.482 0.890 4.851 0.27
H -2.061 -0.849 -1.027 0.46
C 2.033 -0.133 -2.753 -0.67
H 0.121 -1.519 -4.554 0.26
H 0.715 1.700 5.723 0.25
```

For the gap between HOMO and LUMO, the calculation gives 9.416 eV. The value obtained for the HOMO energy is -13.72 eV. Its charge is +1. As for the multiplicity: 1.

Below is a 2-piece molecular cluster, C2H5OS overall, with properties calculated with ωB97M-V with the def2-TZVPD basis set.

```
9
Properties=species:S:1:pos:R:3:nbo_charge:R:1
H 0.233 0.343 -1.152 0.24
C -1.235 -0.785 -0.087 0.45
O -2.431 -0.951 0.027 -0.59
S 2.332 0.061 1.229 -1.06
C -0.536 0.486 -0.393 -0.76
H 3.283 0.427 0.353 0.09
H -1.157 1.336 -0.682 0.20
H -0.523 -1.590 0.178 0.12
H 0.033 0.674 0.528 0.31
```

For the gap between HOMO and LUMO, the calculation gives 6.803 eV. The value obtained for the HOMO energy is -2.78 eV. Its charge is -1. As for the multiplicity: 1. Its energy above the lowest of the compared OMol25 structures with the same formula, charge and spin is 13.1 kJ/mol.

charge of number 2 (C2H5OS)? -1